Record 1
14
Properties=species:S:1:pos:R:3 method="wB97M-V/def2-TZVPD" lumo_ev=-0.94 de_lowest_ev=6.371 homo_energy_ev=-8.796 total_charge=0 gap_ha=0.28856
C -0.618 -1.296 0.002
C -0.539 -2.530 -0.331
C -0.931 1.374 -0.260
C -0.548 1.100 1.149
C 1.791 0.731 -0.507
C -0.546 -0.005 0.007
Br 3.502 0.510 0.150
H -1.383 -3.212 -0.381
H 0.446 -2.886 -0.417
H -1.902 1.736 -0.662
H -0.063 1.866 -0.612
H 0.389 1.566 1.293
H -1.352 1.054 1.942
H 1.753 -0.008 -1.372

---

Record 2
14
Properties=species:S:1:pos:R:3 method="wB97M-V/def2-TZVPD" spin_multiplicity=3 lumo_ev="0.66 / -3.38" de_lowest_ev=2.289 homo_energy_ev="-5.219 / -9.873" total_charge=0 s_squared=2.018 gap_ha="0.21608 / 0.23866"
C 0.501 2.289 0.089
C 0.915 1.327 0.843
C -0.489 -1.094 -1.700
C -1.573 -0.977 -1.176
C -2.955 -1.022 -0.708
C 1.082 0.165 1.368
Br 2.698 -0.708 2.063
H 0.110 3.220 0.378
H 0.461 2.105 -0.997
H 0.536 -0.952 -1.850
H -3.484 -1.782 -1.315
H -3.494 0.006 -0.843
H -3.050 -1.294 0.423
H 0.186 -0.482 1.493

---

Record 3
20
Properties=species:S:1:pos:R:3 method="wB97M-V/def2-TZVPD" lumo_ev=-0.86 homo_energy_ev=-8.473 total_charge=0 gap_ha=0.27978
N -3.244 3.459 -0.439
C -2.292 2.599 -0.951
C -2.197 2.696 -2.296
C -3.162 3.717 -2.711
C -3.740 4.195 -1.557
H -3.721 3.347 0.373
H -1.695 1.961 -0.350
H -1.498 2.255 -2.962
H -3.261 3.891 -3.757
H -4.590 4.884 -1.364
C 1.254 -1.772 0.650
Br 3.225 -1.504 0.281
Br 0.172 0.003 0.564
Br 0.819 -2.859 2.132
H 0.897 -2.210 -0.234
C 4.522 -4.909 2.427
Br 6.254 -4.301 1.903
Br 4.060 -4.029 4.110
Br 4.335 -6.817 2.530
H 3.862 -4.605 1.649

---

Record 4
17
Properties=species:S:1:pos:R:3 method="wB97M-V/def2-TZVPD" lumo_ev="-4.78 / -4.78" de_lowest_ev=0.905 homo_energy_ev="-12.539 / -12.540" total_charge=+1 gap_ha="0.28517 / 0.28523"
C 1.162 -0.661 -1.055
C 0.581 0.053 -2.093
C -0.442 0.029 0.659
C 0.712 -0.656 0.306
C -1.416 0.862 -0.974
C -0.904 0.356 1.940
N -0.658 0.712 -2.033
N 1.424 -1.190 1.273
Cl 0.264 1.383 2.898
Br -3.070 1.487 -1.019
H 2.140 -1.109 -1.226
H 0.916 0.024 -3.081
H -1.062 -0.569 2.407
H -1.862 0.871 1.887
H -1.141 1.033 -2.975
H 2.261 -1.587 0.837
H 1.096 -1.038 2.250

---

Record 5
18
Properties=species:S:1:pos:R:3 method="wB97M-V/def2-TZVPD" lumo_ev=-0.03 de_lowest_ev=0.000 homo_energy_ev=-10.065 total_charge=0 smiles="C=C1C(=O)NC(=O)N[C@@]1(C)Br" gap_ha=0.36880
C 0.093 1.205 1.851
C 0.440 0.155 1.134
C 1.744 -0.520 1.430
O 2.666 0.034 1.992
N 2.039 -1.612 0.679
C 1.185 -2.390 -0.196
O 1.567 -3.477 -0.577
N -0.039 -1.822 -0.451
C -0.638 -0.631 -0.119
C -0.766 0.387 -1.200
Br -2.385 -0.877 0.827
H -0.871 1.571 1.807
H 0.794 1.590 2.553
H 2.919 -2.093 0.937
H -0.682 -2.265 -1.079
H 0.190 0.836 -1.438
H -1.696 1.073 -1.103
H -1.203 -0.159 -2.062

---

Record 6
18
Properties=species:S:1:pos:R:3 method="wB97M-V/def2-TZVPD" lumo_ev=0.17 de_lowest_ev=0.619 homo_energy_ev=-9.002 total_charge=0 gap_ha=0.33724
C -0.184 -0.194 -0.840
C -1.114 0.189 0.229
C 1.129 -0.446 -0.570
C -0.675 0.379 1.449
C -2.497 0.219 -0.190
C 2.068 -0.896 -1.553
O 1.238 2.162 1.530
O 1.445 0.223 3.083
O 1.633 -0.173 0.667
S 1.007 0.775 1.815
Br -1.728 0.848 2.877
H -0.641 -0.693 -1.735
H -3.048 -0.662 -0.285
H -2.585 0.597 -1.331
H -3.234 0.655 0.523
H 2.750 -0.091 -1.730
H 1.699 -1.150 -2.545
H 2.737 -1.743 -1.392

---

Record 7
16
Properties=species:S:1:pos:R:3 method="wB97M-V/def2-TZVPD" lumo_ev=0.14 de_lowest_ev=1.180 homo_energy_ev=-8.138 total_charge=0 smiles="CN1C(Cl)=CC=C[C@@H]1Cl" gap_ha=0.30433
C -0.566 -1.853 0.874
N 0.073 -0.688 0.266
C 1.044 0.084 0.834
Cl 1.796 -0.488 2.303
C 1.389 1.320 0.406
C 0.705 1.883 -0.709
C -0.157 1.101 -1.378
C -0.500 -0.217 -0.945
Cl -2.641 -0.046 -0.696
H -0.562 -2.777 0.108
H -0.306 -2.158 1.874
H -1.602 -1.589 1.036
H 2.102 1.951 1.035
H 0.808 2.970 -1.027
H -0.892 1.506 -2.226
H -0.691 -0.998 -1.756

---

Record 8
19
Properties=species:S:1:pos:R:3 method="wB97M-V/def2-TZVPD" lumo_ev=0.42 de_lowest_ev=6.497 homo_energy_ev=-8.707 total_charge=0 gap_ha=0.33551
Cl -1.624 0.888 -2.897
C -2.185 0.496 -1.394
C -1.307 0.811 -0.298
C -1.336 -0.550 -0.603
C -0.102 -1.051 -1.227
H 0.499 -0.554 -1.656
H -0.500 -2.087 -1.665
S 0.982 -2.099 -0.029
C 1.482 -0.727 0.933
N 0.925 -0.347 2.163
C 1.721 0.558 2.350
N 2.612 1.065 1.391
N 2.296 0.361 0.547
H 2.806 0.062 -0.365
H 1.601 1.383 3.255
H -1.908 -1.317 0.187
H -1.796 1.244 0.875
H -0.334 1.385 -0.251
Cl -3.834 0.477 -1.316

---

Record 9
19
Properties=species:S:1:pos:R:3 method="wB97M-V/def2-TZVPD" lumo_ev="3.04 / 2.60" de_lowest_ev=2.629 homo_energy_ev="-4.631 / -4.072" total_charge=-1 gap_ha="0.28183 / 0.24528"
C 0.259 -0.539 1.672
C 0.756 -0.201 -0.984
C -0.150 -0.013 0.229
C 2.314 -0.130 -0.864
C 0.465 -1.648 -1.433
C -2.455 1.272 1.055
O -0.033 -1.662 2.002
O 0.876 0.373 2.191
O -1.092 2.097 -1.024
S -0.740 1.706 0.327
Cl 3.235 -1.366 -0.033
Cl 2.932 1.450 -0.391
H 0.422 0.566 -1.702
H 0.863 -1.492 -2.405
H -0.625 -1.779 -1.392
H 0.945 -2.271 -0.682
H -2.567 2.135 1.795
H -2.287 0.191 1.382
H -3.119 1.314 0.256

---

Record 10
19
Properties=species:S:1:pos:R:3 method="wB97M-V/def2-TZVPD" lumo_ev="-6.36 / -6.36" de_lowest_ev=0.386 homo_energy_ev="-13.876 / -13.876" total_charge=+1 gap_ha="0.27624 / 0.27620"
C 0.529 -0.098 -0.116
C -0.527 -1.042 -0.165
C -3.880 -0.795 -0.111
C -4.791 0.111 0.054
C -0.377 -2.542 -0.114
C 0.765 2.362 -0.025
N -1.330 0.998 -0.193
N -0.031 1.175 -0.180
N -1.613 -0.247 -0.151
F -3.760 -2.034 0.177
F -6.034 -0.279 0.034
Cl -4.584 1.729 -0.196
H 1.686 -0.202 -0.139
H -0.647 -3.030 -1.027
H 0.544 -2.888 0.163
H -1.146 -2.964 0.609
H 1.453 1.999 0.679
H 1.105 2.653 -0.970
H 0.155 3.135 0.333

---

Record 11
18
Properties=species:S:1:pos:R:3 method="wB97M-V/def2-TZVPD" lumo_ev=-0.15 de_lowest_ev=4.146 homo_energy_ev=-9.114 total_charge=0 smiles="N[C@@]1([N+](=O)[O-])C=CC=C[C@H]1Cl" gap_ha=0.32939
N -0.436 1.991 -0.827
C -0.442 0.777 -0.085
N -1.845 0.691 0.623
O -2.795 1.332 0.215
O -1.874 -0.044 1.586
C -0.470 -0.430 -1.062
C 0.007 -1.632 -0.750
C 0.735 -1.794 0.477
C 1.068 -0.759 1.270
C 0.624 0.636 0.965
Cl 2.178 1.339 0.338
H -1.312 2.156 -1.266
H 0.030 2.751 -0.343
H -0.894 -0.041 -2.069
H -0.063 -2.369 -1.438
H 1.082 -2.736 0.524
H 1.742 -0.688 2.111
H 0.243 1.130 1.791

---

Record 12
18
Properties=species:S:1:pos:R:3 method="wB97M-V/def2-TZVPD" lumo_ev=-4.22 de_lowest_ev=2.453 homo_energy_ev=-12.470 total_charge=+1 gap_ha=0.30313
C 0.313 2.024 0.899
C -0.371 2.242 2.028
C 0.754 0.612 0.700
C 0.371 -0.177 1.746
C 1.270 -0.964 -1.090
C -1.064 -0.550 -1.101
N 1.580 0.010 -0.309
N 0.033 -1.309 -1.422
N -2.143 -1.009 -1.681
S -0.566 0.800 2.923
Cl 0.592 -1.895 1.907
H 0.620 2.883 0.395
H -0.441 3.164 2.547
H 2.019 -1.414 -1.766
H 2.499 0.393 -0.233
H -0.124 -2.083 -1.949
H -2.169 -1.989 -2.033
H -3.173 -0.738 -1.560

---

Record 13
16
Properties=species:S:1:pos:R:3 method="wB97M-V/def2-TZVPD" spin_multiplicity=3 lumo_ev="0.74 / -1.28" de_lowest_ev=0.000 homo_energy_ev="-6.647 / -9.516" total_charge=0 s_squared=2.009 gap_ha="0.27154 / 0.30265"
C 1.739 -0.985 -1.559
C 2.379 0.044 -0.928
C 0.499 -1.443 -1.074
C 1.751 0.647 0.205
C 0.015 -0.678 -0.043
C -2.310 0.825 1.768
N 0.566 0.289 0.597
P -2.770 -0.516 0.537
Cl -3.107 0.711 -1.018
H 2.077 -1.213 -2.592
H 3.362 0.356 -1.195
H 0.179 -2.363 -1.576
H 2.197 1.242 0.931
H -3.058 0.950 2.574
H -2.108 1.769 1.263
H -1.410 0.365 2.108

---

Record 14
15
Properties=species:S:1:pos:R:3 method="wB97M-V/def2-TZVPD" lumo_ev=0.57 de_lowest_ev=4.834 homo_energy_ev=-9.752 total_charge=0 gap_ha=0.37947
C -0.058 0.001 1.074
C 1.101 0.640 0.803
C -0.761 -0.987 0.245
C 1.850 0.456 -0.567
C -1.662 -0.287 -0.701
C -1.921 1.165 -0.636
O -2.766 0.382 -0.102
Cl 3.681 0.138 -0.326
H -0.569 0.242 2.057
H 1.585 1.322 1.521
H -0.026 -1.506 -0.306
H -1.340 -1.636 0.773
H 1.622 1.293 -1.191
H -2.002 -0.844 -1.601
H 1.267 -0.378 -1.041

---

Record 15
15
Properties=species:S:1:pos:R:3 method="wB97M-V/def2-TZVPD" lumo_ev=0.74 de_lowest_ev=3.280 homo_energy_ev=-10.183 total_charge=0 smiles=C#C[C@@H](O)[C@H]1C[C@@H]1Cl gap_ha=0.40130
C 1.646 1.996 -0.066
C 1.294 0.899 -0.354
C 0.837 -0.504 -0.686
O 1.791 -1.343 -0.101
C -0.591 -0.725 -0.212
C -0.866 -0.227 1.190
C -1.448 0.445 0.006
Cl -3.159 0.173 -0.387
H 1.895 3.023 0.036
H 0.762 -0.615 -1.779
H 1.524 -2.270 -0.214
H -1.045 -1.667 -0.570
H -1.489 -0.824 1.809
H 0.040 0.213 1.640
H -1.189 1.426 -0.312